# 1
Computed, not measured: the molecule C3H4OS, with ωB97M-V with the def2-TZVPD basis set.

SMILES: C[C@@H]1SC1=O
E_HOMO (eV): -9.88
Charge: 0
LUMO energy (eV): -0.07
Energy (Ha): -590.0420

Structure (XYZ):
```
9
Properties=species:S:1:pos:R:3:forces:R:3
C 1.37948 -0.20490 0.51684 7.8282 -2.9172 -0.7782
C -0.04750 -0.03716 0.49940 -0.3435 -0.0423 0.5564
C -0.81548 0.06994 -0.74607 -0.9080 -0.6286 1.0785
O 2.54500 -0.86727 0.22564 -7.9656 4.0195 1.7824
S 0.89885 1.37420 1.13473 1.2767 0.0718 -0.0993
H -0.76710 -0.38287 1.26448 1.0857 -0.5236 -0.1203
H -1.65362 0.63517 -0.40972 -1.0824 0.4561 -0.5384
H -1.07486 -0.95149 -0.80129 -1.1177 -1.2801 -0.8606
H -0.46476 0.36437 -1.68402 1.2267 0.8446 -1.0206
```
Forces are in eV/Å.

---

# 2
Computed, not measured: the molecule C3H4OS, with ωB97M-V with the def2-TZVPD basis set.

SMILES: C#CCSO
E_HOMO (eV): -8.63
Charge: 0
LUMO energy (eV): 0.66
Energy (Ha): -590.0127

Structure (XYZ):
```
9
Properties=species:S:1:pos:R:3:forces:R:3
C -0.75191 -0.10645 0.10306 -0.4897 -1.5486 -0.0321
C -1.54125 -0.79065 -0.44055 -2.3957 -2.5186 -1.2924
C 0.07807 0.85833 0.57359 2.5926 4.0675 -0.1032
O 1.79907 -0.90720 -0.30642 2.4321 0.0814 1.3901
S 1.93676 0.65619 0.29667 -1.7458 -1.3253 -0.6033
H 1.04948 -1.05119 -0.84929 -1.3156 0.2753 -1.0585
H -2.28316 -1.48583 -0.82990 0.6746 0.6427 0.2454
H -0.20525 1.67035 -0.13986 0.4376 0.2178 1.0307
H -0.08181 1.15645 1.59269 -0.1900 0.1079 0.4234
```
Forces are in eV/Å.

---

# 3
Computed, not measured: the molecule C3H4OS2, with ωB97M-V with the def2-TZVPD basis set.

SMILES: S=C1OCCS1
E_HOMO (eV): -8.59
Charge: 0
LUMO energy (eV): 0.36
Energy (Ha): -988.3012

Structure (XYZ):
```
10
Properties=species:S:1:pos:R:3:forces:R:3
C 0.52906 0.12581 -0.04613 1.7295 0.8988 -0.1045
C -1.91103 -0.25270 0.26857 0.6620 -1.9475 0.8202
C -1.55196 1.13622 -0.04307 0.3824 0.9483 0.9399
H -2.02538 -0.44504 1.32705 -0.3631 0.3003 0.2587
H -2.77313 -0.61076 -0.23610 -0.7346 -0.2551 -0.5611
H -1.92834 1.45810 -0.96719 -0.8058 0.5551 -1.1977
H -1.94557 1.73548 0.79328 0.5147 0.3883 -0.5427
O -0.12458 1.27401 -0.16763 -0.5996 0.3941 0.7536
S 2.14813 0.09623 0.09839 0.1325 -0.1206 -0.0706
S -0.44359 -1.24534 -0.13915 -0.9180 -1.1618 -0.2957
```
Forces are in eV/Å.

---

# 4
Computed, not measured: the molecule C3H4OS2, with ωB97M-V with the def2-TZVPD basis set.

E_HOMO (eV): -8.48
Charge: 0
LUMO energy (eV): 0.11
Energy (Ha): -988.2190

Structure (XYZ):
```
10
Properties=species:S:1:pos:R:3:forces:R:3
C -1.27577 0.27116 0.33926 0.4862 0.0045 0.4454
C -1.20633 -0.58190 -0.87723 -0.2133 0.2059 -0.3523
C 1.38965 -0.39371 0.11019 0.5674 0.8482 0.5540
O -0.55940 -1.58918 -0.89768 -0.7876 -0.7064 -0.3031
S 0.46025 0.90592 0.60496 0.0930 -0.4333 -0.1838
S 3.04791 -0.25687 0.25246 -0.2501 -0.0291 -0.0490
H -1.52611 -0.30419 1.22948 -0.0525 0.0332 -0.0742
H -1.91267 1.14568 0.23805 -0.0529 -0.0109 -0.0207
H -1.68856 -0.16937 -1.78437 0.0674 -0.0455 -0.0741
H 3.27103 0.97246 0.78489 0.1424 0.1335 0.0577
```
Forces are in eV/Å.